A structure of composition C18H15BrSn in a non-equilibrium geometry. Source: OMol25; level of theory: wB97M-V/def2-TZVPD.

Results
Kohn-Sham gap: 0.1578 hartree
E: -3483.10555 hartree
Net charge: -2

The geometry in XYZ format:
```
35
Properties=species:S:1:pos:R:3:forces:R:3:lowdin_charge:R:1
C 1.386 1.448 -1.152 0.3 -1.1 0.7 -0.346
C 2.037 1.232 0.122 -0.1 0.0 -0.6 -0.218
C 2.638 -0.039 0.129 -0.3 0.3 -0.8 -0.205
H 2.020 1.940 0.944 0.1 -0.1 -0.1 0.059
C 2.356 -0.659 -1.139 -0.2 0.5 0.1 -0.203
C 1.578 0.226 -1.909 0.0 0.4 0.2 -0.225
H 1.117 0.055 -2.892 0.4 0.0 0.4 0.072
H 0.959 2.391 -1.515 0.4 -0.4 0.0 0.045
H 3.239 -0.463 0.935 -0.3 0.1 -0.2 0.057
H 2.697 -1.650 -1.447 -0.2 0.2 0.1 0.053
Sn -1.210 1.222 -0.761 0.8 -0.7 -1.5 0.834
Br -1.245 2.845 1.197 -0.1 1.0 1.2 -0.152
C -2.823 1.729 -3.178 0.2 1.5 -0.7 -0.339
C -1.989 1.476 -4.299 -0.1 0.5 0.4 -0.219
C -1.033 2.532 -4.395 -0.4 -0.2 0.2 -0.207
H -2.113 0.662 -5.015 0.1 0.1 0.3 0.053
C -1.274 3.450 -3.341 -0.9 -0.6 0.1 -0.224
C -2.377 2.961 -2.571 -0.4 0.0 -1.7 -0.388
H -2.855 3.478 -1.738 0.2 -0.2 -0.1 0.047
H -3.694 1.154 -2.884 0.2 -0.1 0.1 0.052
H -0.301 2.655 -5.198 -0.1 -0.1 0.3 0.052
H -0.776 4.405 -3.194 0.1 -0.2 0.1 0.062
C -1.253 -0.520 0.559 1.1 -1.8 2.2 -0.264
C -0.646 -1.209 1.391 -0.8 0.6 -1.7 -0.169
C -0.141 -2.013 2.446 0.3 -0.5 -0.2 -0.256
C 1.030 -2.822 2.391 -0.4 0.1 0.5 -0.025
C 1.438 -3.487 3.557 -0.1 0.1 -0.2 -0.116
C 0.692 -3.372 4.734 -0.1 0.1 0.1 -0.139
C -0.509 -2.655 4.742 0.4 -0.2 -0.2 -0.116
C -0.938 -2.006 3.596 0.2 -0.2 0.5 -0.055
H 1.591 -2.947 1.457 -0.3 0.4 0.4 0.110
H 2.352 -4.096 3.558 -0.4 0.3 -0.1 0.090
H 1.022 -3.832 5.669 0.0 0.0 -0.4 0.082
H -1.085 -2.607 5.656 -0.1 0.0 0.0 0.084
H -1.892 -1.482 3.548 0.4 0.0 0.1 0.116
```
Forces are in eV/Å.

A cluster of 2 separate species, C18H15Cl6NO2 in total in a non-equilibrium geometry. Source: OMol25; level of theory: wB97M-V/def2-TZVPD.

Results
Kohn-Sham gap: 0.1044 hartree
Energy above the lowest of the compared OMol25 structures with the same formula, charge and spin: 0.0000 eV
E: -3661.14914 hartree

The geometry in XYZ format:
```
42
Properties=species:S:1:pos:R:3:forces:R:3:lowdin_charge:R:1
Cl 0.195 0.053 0.635 -1.4 -0.6 0.8 0.847
C -2.543 -1.925 3.348 -0.9 0.6 -1.7 -0.668
Cl -1.269 -1.352 4.304 0.9 0.3 0.6 0.664
C -3.451 -0.878 2.816 0.0 -0.9 -0.7 -0.549
O -3.183 0.328 2.818 0.1 0.3 0.7 -0.089
C -4.614 -1.397 2.097 1.1 -0.8 0.8 -0.668
Cl -5.720 -0.233 1.534 -0.5 0.3 -0.1 0.675
C -4.647 -2.722 1.685 0.8 0.5 -0.4 -0.721
Cl -5.934 -3.234 0.654 -0.2 -0.2 0.0 0.632
C -3.516 -3.557 1.837 0.2 0.7 0.6 -0.768
Cl -3.388 -4.997 0.925 0.0 -0.7 -0.2 0.611
C -2.429 -3.111 2.628 -1.5 0.3 -0.1 -0.750
Cl -0.946 -3.969 2.595 0.3 -0.4 0.2 0.636
C 4.012 2.417 2.937 -0.2 0.0 -0.3 -0.066
C 4.275 1.092 2.566 -0.2 0.0 0.2 -0.063
C 3.494 0.467 1.590 0.3 0.4 -0.2 -0.031
C 2.513 1.201 0.918 0.1 -0.4 0.3 -0.292
C 1.685 0.508 -0.141 1.3 0.0 0.0 -0.619
C 1.243 1.312 -1.308 -2.0 -0.8 -0.4 -0.005
N 0.586 0.750 -2.294 1.8 0.9 1.0 -0.017
C 0.132 1.676 -3.356 0.0 0.4 -0.7 -0.081
C -0.712 0.986 -4.421 -0.2 -0.6 -0.2 -0.167
O -0.231 -0.328 -4.721 -0.3 0.4 1.0 -0.118
C -0.345 -1.187 -3.581 -0.4 0.1 -0.5 -0.157
C 0.538 -0.736 -2.425 0.2 -0.3 -0.2 -0.089
C 2.148 2.456 1.383 0.4 0.5 -0.1 -0.057
C 2.931 3.095 2.351 0.0 -0.4 0.1 -0.057
H 4.616 2.908 3.710 -0.3 -0.2 -0.4 0.112
H 5.069 0.529 3.068 -0.3 0.2 -0.2 0.113
H 3.625 -0.589 1.352 0.2 0.3 0.0 0.122
H 2.215 -0.370 -0.535 -0.2 0.0 0.4 0.121
H 1.212 2.403 -1.235 0.3 -0.3 -0.3 0.159
H -0.464 2.476 -2.879 0.4 -0.4 -0.2 0.148
H 1.027 2.120 -3.838 -0.4 -0.3 0.4 0.148
H -1.771 0.972 -4.082 0.4 -0.2 -0.4 0.142
H -0.598 1.530 -5.365 -0.4 0.1 0.4 0.138
H -1.397 -1.280 -3.223 0.5 0.1 -0.5 0.147
H 0.010 -2.160 -3.945 -0.3 0.2 0.4 0.142
H 1.565 -1.118 -2.582 -0.4 0.5 0.1 0.151
H 0.151 -1.166 -1.489 0.2 0.3 -0.3 0.098
H 1.239 2.924 0.997 0.3 0.1 0.1 0.116
H 2.677 4.105 2.671 0.0 -0.3 0.0 0.111
```
Forces are in eV/Å.

A structure of composition C18H15N11NiO2. Source: OMol25; level of theory: wB97M-V/def2-TZVPD.

Results
Kohn-Sham gap (alpha / beta): 0.2570 / 0.2613 hartree
Multiplicity: 3
E: -2956.11134 hartree
<S²>: 2.00
Net charge: -2

The geometry in XYZ format:
```
47
Properties=species:S:1:pos:R:3:forces:R:3:lowdin_charge:R:1
Ni 0.042 -0.552 -0.840 -0.1 0.1 -0.1 0.694
O 1.759 0.242 -1.432 0.0 0.1 0.0 -0.148
C 2.746 0.877 -0.918 0.2 -0.1 0.1 -0.366
C 4.030 0.257 -0.851 -0.1 0.0 0.0 -0.024
C 5.108 0.875 -0.267 0.0 0.0 0.0 -0.132
C 4.994 2.148 0.308 0.1 0.0 0.0 -0.156
C 3.763 2.773 0.263 -0.1 0.0 -0.1 -0.096
C 2.661 2.193 -0.368 0.1 -0.1 0.0 -0.155
C 1.392 2.912 -0.395 -0.1 0.0 0.0 -0.147
N 0.590 2.876 -1.373 0.1 0.1 0.0 0.045
C -0.721 3.425 -1.174 0.0 0.0 0.0 -0.256
C -1.737 2.285 -1.234 0.0 0.0 0.0 -0.237
N -1.392 1.232 -0.302 0.1 -0.2 0.0 0.009
C -2.230 0.988 0.624 -0.1 0.1 0.0 -0.122
C -2.128 -0.010 1.669 0.0 0.0 0.0 -0.148
C -3.219 -0.160 2.532 0.0 0.0 0.0 -0.084
C -3.203 -1.043 3.591 0.0 0.0 0.0 -0.146
C -2.042 -1.800 3.802 0.0 0.0 0.0 -0.128
C -0.950 -1.676 2.981 0.0 0.0 0.0 -0.023
C -0.944 -0.783 1.868 0.0 0.1 0.0 -0.371
O 0.090 -0.678 1.128 0.1 -0.2 0.2 -0.111
H 4.094 -0.753 -1.238 0.0 0.0 0.0 0.095
H 6.059 0.352 -0.230 0.0 0.0 0.0 0.084
H 5.840 2.620 0.793 0.0 0.0 0.0 0.070
H 3.632 3.754 0.715 0.0 0.0 0.0 0.093
H 1.141 3.482 0.519 -0.1 0.0 0.0 0.116
H -0.960 4.134 -1.975 0.0 0.0 0.0 0.100
H -0.811 3.949 -0.205 0.0 0.0 0.0 0.099
H -1.747 1.843 -2.232 0.0 0.1 0.0 0.096
H -2.742 2.682 -1.029 0.0 0.0 0.0 0.101
H -3.153 1.588 0.674 0.0 0.0 0.0 0.114
H -4.102 0.445 2.345 0.0 0.0 0.0 0.096
H -4.063 -1.153 4.240 0.0 0.0 0.0 0.074
H -2.006 -2.506 4.626 0.0 0.0 0.0 0.086
H -0.055 -2.268 3.131 0.0 0.0 0.0 0.106
N -1.149 -3.655 -1.729 -0.1 0.0 0.1 0.125
C -1.966 -2.582 -1.975 -0.1 0.2 0.1 -0.484
N -3.177 -2.712 -2.498 0.1 0.0 -0.1 -0.009
N -3.627 -1.445 -2.595 -0.1 0.0 0.0 -0.134
N -2.754 -0.616 -2.150 0.0 0.1 0.1 -0.086
N -1.666 -1.305 -1.722 0.0 -0.2 -0.1 -0.020
C 0.170 -3.582 -1.339 0.2 0.1 0.1 -0.491
N 0.939 -4.650 -1.201 -0.1 0.0 -0.1 -0.015
N 2.134 -4.134 -0.833 0.1 -0.2 0.1 -0.142
N 2.072 -2.853 -0.751 0.0 0.1 0.0 -0.067
N 0.822 -2.452 -1.071 -0.1 -0.2 -0.1 -0.027
H -1.535 -4.567 -1.885 0.0 0.0 0.0 0.122
```
Forces are in eV/Å.

A structure of composition C18H15N5OOsS2Se. Source: OMol25; level of theory: wB97M-V/def2-TZVPD.

Results
Kohn-Sham gap (alpha / beta): 0.2254 / 0.2254 hartree
Energy above the lowest of the compared OMol25 structures with the same formula, charge and spin: 0.0000 eV
E: -4331.88288 hartree
Net charge: +2

The geometry in XYZ format:
```
43
Properties=species:S:1:pos:R:3:forces:R:3:lowdin_charge:R:1
Os 0.491 -0.419 1.787 0.0 0.0 0.0 0.675
O 1.891 -0.448 3.516 0.0 0.0 0.0 -0.218
C 2.784 -1.573 3.386 0.0 0.0 0.0 -0.113
C 2.112 -2.697 2.645 0.0 0.0 0.0 -0.216
C 2.537 -4.001 2.771 0.0 0.0 0.0 0.031
C 1.924 -4.993 2.017 0.0 0.0 0.0 0.027
C 0.894 -4.653 1.151 0.0 0.0 0.0 0.005
C 0.506 -3.337 1.063 0.0 0.0 0.0 -0.082
N 1.105 -2.367 1.793 0.0 0.0 0.0 -0.093
H 1.486 -0.431 4.393 0.0 0.0 0.0 0.134
H 3.132 -1.897 4.365 0.0 0.0 0.0 0.153
H 3.646 -1.215 2.820 0.0 0.0 0.0 0.151
H 3.338 -4.240 3.458 0.0 0.0 0.0 0.142
H 2.244 -6.022 2.112 0.0 0.0 0.0 0.139
H 0.387 -5.398 0.555 0.0 0.0 0.0 0.134
H -0.305 -3.019 0.425 0.0 0.0 0.0 0.076
S -1.335 0.208 2.778 0.1 0.0 0.0 0.706
C -2.211 0.181 1.235 0.0 0.0 0.0 -0.991
S -1.112 -0.518 0.087 0.0 0.0 0.0 0.625
C -3.423 0.729 1.027 0.1 0.1 0.0 -0.310
C -4.166 1.289 2.115 0.0 0.0 0.0 -0.190
N -4.700 1.742 3.026 0.0 0.0 0.0 0.227
C -3.927 0.803 -0.311 -0.2 -0.2 0.0 -0.188
N -4.299 0.823 -1.398 0.1 0.1 0.0 0.227
C 1.829 0.475 -2.337 0.0 0.0 0.0 0.018
N 0.878 1.473 -1.864 0.0 0.0 0.0 -0.056
C 0.716 1.906 -0.619 -0.1 0.0 0.1 -0.655
Se 1.671 1.417 0.970 0.0 0.0 0.0 0.835
N -0.278 2.799 -0.588 0.0 0.0 0.0 0.147
C -0.818 2.935 -1.861 0.0 0.0 0.0 -0.160
C -1.864 3.709 -2.355 0.0 0.0 0.0 0.018
C -2.133 3.572 -3.699 0.0 0.0 0.0 -0.030
C -1.390 2.707 -4.523 0.0 0.0 0.0 -0.029
C -0.349 1.947 -4.034 0.0 0.0 0.0 0.024
C -0.081 2.081 -2.675 0.0 0.0 0.0 -0.144
H 2.527 0.235 -1.541 0.0 0.0 0.0 0.071
H 2.379 0.880 -3.183 0.0 0.0 0.0 0.116
H 1.291 -0.420 -2.646 0.0 0.0 0.0 0.112
H -0.573 3.293 0.241 0.0 0.0 0.0 0.177
H -2.436 4.374 -1.724 0.0 0.0 0.0 0.129
H -2.940 4.143 -4.135 0.0 0.0 0.0 0.125
H -1.645 2.639 -5.571 0.0 0.0 0.0 0.124
H 0.219 1.287 -4.674 0.0 0.0 0.0 0.125
```
Forces are in eV/Å.

A structure of composition C18H15NRe. Source: OMol25; level of theory: wB97M-V/def2-TZVPD.

Results
Kohn-Sham gap (alpha / beta): 0.2533 / 0.2591 hartree
Multiplicity: 2
E: -827.26858 hartree
<S²>: 0.77
Net charge: +2

The geometry in XYZ format:
```
35
Properties=species:S:1:pos:R:3:forces:R:3:lowdin_charge:R:1
Re 0.336 -0.295 -0.230 -0.1 0.5 0.4 1.530
C -0.421 1.129 -1.957 0.1 -0.1 -0.1 -0.103
C -0.693 1.608 -0.637 0.0 0.2 -0.1 -0.160
C 0.570 1.819 0.023 -0.1 0.3 -0.3 -0.184
C 1.599 1.406 -0.890 0.2 -0.1 0.0 -0.157
C 0.969 0.988 -2.102 -0.1 0.2 -0.1 -0.137
H -1.158 0.912 -2.717 0.0 -0.1 0.1 0.141
H -1.664 1.887 -0.256 0.0 -0.2 0.1 0.141
H 0.704 2.294 0.983 0.1 -0.1 0.1 0.142
H 2.662 1.470 -0.716 0.0 0.0 0.0 0.137
H 1.474 0.664 -2.998 0.0 -0.1 0.1 0.133
N 0.089 -1.431 1.133 0.1 -0.4 0.1 -0.038
C 0.832 -2.500 1.393 -0.3 -0.1 0.0 -0.216
C 1.748 -2.622 0.227 -0.1 -0.3 -0.2 -0.195
C 3.119 -2.710 0.365 0.2 0.1 -0.1 0.010
C 3.923 -2.550 -0.763 0.0 -0.1 0.2 0.015
C 3.381 -2.296 -2.020 -0.1 0.0 0.0 -0.018
C 2.008 -2.224 -2.176 0.2 -0.1 0.0 -0.041
C 1.163 -2.379 -1.059 0.1 0.3 -0.1 -0.162
C 0.778 -3.307 2.547 0.2 0.1 0.1 -0.167
C 0.110 -2.839 3.701 0.0 0.0 0.0 0.022
C 0.060 -3.631 4.821 0.0 0.0 0.0 -0.019
C 0.644 -4.900 4.793 0.0 0.0 0.0 0.012
C 1.286 -5.384 3.654 0.0 0.0 0.0 -0.020
C 1.373 -4.588 2.535 0.0 0.0 0.0 0.019
H 3.568 -2.857 1.339 0.0 0.0 0.0 0.141
H 4.998 -2.621 -0.651 0.0 0.0 0.0 0.136
H 4.030 -2.200 -2.880 0.0 0.0 0.0 0.131
H 1.576 -2.111 -3.162 0.0 0.0 0.0 0.133
H 0.128 -2.648 -1.235 -0.2 -0.1 0.0 0.130
H -0.334 -1.852 3.700 0.0 0.0 0.0 0.126
H -0.432 -3.282 5.718 0.0 0.0 0.0 0.128
H 0.598 -5.522 5.678 0.0 0.0 0.0 0.132
H 1.707 -6.379 3.650 0.0 0.0 0.0 0.128
H 1.857 -4.955 1.639 0.0 0.0 0.0 0.130
```
Forces are in eV/Å.

> Among the records above, which one has the lowest E?

C18H15N5OOsS2Se

Please write out number 5 again, unchanged.
A structure of composition C18H15NRe. Source: OMol25; level of theory: wB97M-V/def2-TZVPD.

Results
Kohn-Sham gap (alpha / beta): 0.2533 / 0.2591 hartree
Multiplicity: 2
E: -827.26858 hartree
<S²>: 0.77
Net charge: +2

The geometry in XYZ format:
```
35
Properties=species:S:1:pos:R:3:forces:R:3:lowdin_charge:R:1
Re 0.336 -0.295 -0.230 -0.1 0.5 0.4 1.530
C -0.421 1.129 -1.957 0.1 -0.1 -0.1 -0.103
C -0.693 1.608 -0.637 0.0 0.2 -0.1 -0.160
C 0.570 1.819 0.023 -0.1 0.3 -0.3 -0.184
C 1.599 1.406 -0.890 0.2 -0.1 0.0 -0.157
C 0.969 0.988 -2.102 -0.1 0.2 -0.1 -0.137
H -1.158 0.912 -2.717 0.0 -0.1 0.1 0.141
H -1.664 1.887 -0.256 0.0 -0.2 0.1 0.141
H 0.704 2.294 0.983 0.1 -0.1 0.1 0.142
H 2.662 1.470 -0.716 0.0 0.0 0.0 0.137
H 1.474 0.664 -2.998 0.0 -0.1 0.1 0.133
N 0.089 -1.431 1.133 0.1 -0.4 0.1 -0.038
C 0.832 -2.500 1.393 -0.3 -0.1 0.0 -0.216
C 1.748 -2.622 0.227 -0.1 -0.3 -0.2 -0.195
C 3.119 -2.710 0.365 0.2 0.1 -0.1 0.010
C 3.923 -2.550 -0.763 0.0 -0.1 0.2 0.015
C 3.381 -2.296 -2.020 -0.1 0.0 0.0 -0.018
C 2.008 -2.224 -2.176 0.2 -0.1 0.0 -0.041
C 1.163 -2.379 -1.059 0.1 0.3 -0.1 -0.162
C 0.778 -3.307 2.547 0.2 0.1 0.1 -0.167
C 0.110 -2.839 3.701 0.0 0.0 0.0 0.022
C 0.060 -3.631 4.821 0.0 0.0 0.0 -0.019
C 0.644 -4.900 4.793 0.0 0.0 0.0 0.012
C 1.286 -5.384 3.654 0.0 0.0 0.0 -0.020
C 1.373 -4.588 2.535 0.0 0.0 0.0 0.019
H 3.568 -2.857 1.339 0.0 0.0 0.0 0.141
H 4.998 -2.621 -0.651 0.0 0.0 0.0 0.136
H 4.030 -2.200 -2.880 0.0 0.0 0.0 0.131
H 1.576 -2.111 -3.162 0.0 0.0 0.0 0.133
H 0.128 -2.648 -1.235 -0.2 -0.1 0.0 0.130
H -0.334 -1.852 3.700 0.0 0.0 0.0 0.126
H -0.432 -3.282 5.718 0.0 0.0 0.0 0.128
H 0.598 -5.522 5.678 0.0 0.0 0.0 0.132
H 1.707 -6.379 3.650 0.0 0.0 0.0 0.128
H 1.857 -4.955 1.639 0.0 0.0 0.0 0.130
```
Forces are in eV/Å.

> Number 1 is which compound?

C18H15BrSn